A structure of composition C24H20ClNPSW in a non-equilibrium geometry, computed with ωB97M-V with the def2-TZVPD basis set.

Computed properties:
Charge   +1
2S+1   3
LUMO energy (spin up / spin down)   -5.1 / -5.2 eV
Energy relative to the best compared isomer or geometry (same formula, charge and spin)   3.787 eV
Orbital gap (spin up / spin down)   6.38 / 6.21 eV
Highest occupied orbital energy (spin up / spin down)   -11.4 / -11.5 eV

Cartesian coordinates (Å):
C 2.551 -3.018 2.870
C 2.660 -1.806 2.170
C 1.859 -0.796 2.923
H 3.197 -1.609 1.261
C 1.176 -1.512 3.961
C 1.598 -2.887 3.992
H 1.736 -3.269 4.961
H 2.962 -3.949 2.501
H 1.830 0.240 2.706
H 0.752 -1.063 4.818
W 0.460 -2.277 2.168
Cl -1.623 -1.669 2.751
P -0.411 0.209 -0.352
C -0.394 2.037 -0.003
C 0.246 3.005 -0.801
H 0.773 2.711 -1.713
C 0.213 4.357 -0.434
H 0.717 5.096 -1.059
C -0.459 4.755 0.727
H -0.485 5.810 1.011
C -1.098 3.797 1.527
H -1.627 4.104 2.431
C -1.061 2.447 1.174
H -1.549 1.696 1.802
C 0.777 0.163 -1.775
C 2.141 0.034 -1.427
H 2.425 -0.006 -0.371
C 3.114 -0.026 -2.423
H 4.164 -0.110 -2.142
C 2.745 0.026 -3.775
H 3.511 -0.025 -4.551
C 1.396 0.141 -4.127
H 1.101 0.176 -5.176
C 0.411 0.209 -3.133
H -0.639 0.300 -3.421
C -2.015 0.103 -1.286
C -2.783 1.205 -1.709
H -2.447 2.225 -1.508
C -3.988 1.001 -2.395
H -4.576 1.863 -2.715
C -4.435 -0.296 -2.666
H -5.374 -0.453 -3.202
C -3.677 -1.398 -2.245
H -4.019 -2.412 -2.457
C -2.481 -1.204 -1.553
H -1.892 -2.061 -1.212
S 0.146 -4.410 3.351
C 1.045 -5.340 4.832
N 1.326 -6.115 5.692